ORCA calculation (the ωB97M-V functional and the def2-TZVPD basis) on the molecule C4H10S.

CARTESIAN COORDINATES (ANGSTROEM)
C (0.335, 1.322, -1.601)
C (0.776, 0.439, -0.452)
C (0.121, -0.895, -0.238)
C (-0.590, -1.087, 1.159)
S (-1.486, 0.351, 1.872)
H (0.613, 0.763, -2.438)
H (-0.626, 1.748, -1.490)
H (0.977, 2.179, -1.498)
H (0.556, 0.934, 0.502)
H (1.941, 0.334, -0.466)
H (0.815, -1.777, -0.303)
H (-0.468, -1.223, -1.058)
H (0.137, -1.210, 1.933)
H (-1.404, -1.804, 0.937)
H (-1.698, -0.074, 3.141)

As for the frontier orbital gap: 0.3606 Ha. The value obtained for the total energy is -15144.2249 eV. As for the net charge: 0. The value obtained for the relative energy (zero: lowest compared OMol25 entry of this formula, charge and spin) is 1.143 eV. As for the LUMO energy: 0.91 eV.

=====

ORCA calculation (the ωB97M-V functional and the def2-TZVPD basis) on a cluster of 2 separate species, C5H7FO in total.

CARTESIAN COORDINATES (ANGSTROEM)
C (0.888, 1.957, -0.037)
C (0.796, 0.681, -0.252)
C (2.882, -0.353, 0.062)
C (-0.520, -1.220, 0.637)
C (-0.170, -0.362, -0.582)
O (3.161, -1.478, -0.149)
F (3.728, 0.571, 0.540)
H (0.024, 2.608, -0.127)
H (1.809, 2.443, 0.235)
H (0.350, -1.782, 0.964)
H (-0.859, -0.593, 1.459)
H (-1.312, -1.920, 0.382)
H (-1.081, 0.117, -0.965)
H (0.234, -1.002, -1.369)

As for the frontier orbital gap (spin up / spin down): 0.3481 / 0.3481 Ha. The value obtained for the total energy is -10060.3396 eV. As for the net charge: 0. The value obtained for the relative energy (zero: lowest compared OMol25 entry of this formula, charge and spin) is 2.404 eV. As for the LUMO energy (spin up / spin down): 0.21 / 0.21 eV.

=====

ORCA calculation (the ωB97M-V functional and the def2-TZVPD basis) on a cluster of 2 separate species, C2N2OS in total.

CARTESIAN COORDINATES (ANGSTROEM)
C (-0.587, 0.316, -0.799)
C (0.264, -1.132, 1.485)
N (-1.231, -0.658, -0.741)
N (0.252, 1.234, -0.862)
O (-0.086, -1.903, 2.269)
S (1.388, 2.144, -1.353)

As for the frontier orbital gap (spin up / spin down): 0.2486 / 0.2501 Ha. The value obtained for the total energy is -17933.2941 eV. As for the net charge: 0. The value obtained for the relative energy (zero: lowest compared OMol25 entry of this formula, charge and spin) is 1.096 eV. As for the LUMO energy (spin up / spin down): -2.56 / -2.57 eV.

=====

ORCA calculation (the ωB97M-V functional and the def2-TZVPD basis) on a cluster of 3 separate species, C19H25N2O5P in total.

CARTESIAN COORDINATES (ANGSTROEM)
C (1.954, 1.285, 1.829)
C (0.702, 2.024, 1.193)
N (0.949, 3.065, 0.462)
C (-0.774, 1.537, 1.390)
P (-1.247, 0.399, -0.073)
C (0.235, -0.698, -0.534)
N (0.050, -1.087, -1.971)
C (-2.681, -0.735, 0.466)
C (-3.833, 0.040, 1.217)
C (-4.255, 1.395, 0.535)
O (-4.748, 1.129, -0.799)
H (1.865, 0.158, 1.776)
H (2.858, 1.533, 1.199)
H (2.162, 1.611, 2.880)
H (1.958, 3.247, 0.445)
H (-1.444, 2.440, 1.298)
H (-0.962, 1.065, 2.390)
H (0.163, -1.620, 0.105)
H (1.223, -0.189, -0.358)
H (0.663, -1.898, -2.118)
H (0.489, -0.323, -2.501)
H (-2.290, -1.613, 1.070)
H (-3.144, -1.206, -0.453)
H (-3.594, 0.194, 2.312)
H (-4.758, -0.614, 1.194)
H (-5.100, 1.865, 1.128)
H (-3.430, 2.151, 0.458)
H (-4.545, 1.924, -1.310)
C (-3.288, -2.063, -4.374)
C (-2.193, -1.313, -4.494)
C (-1.955, -0.492, -5.701)
O (-0.956, 0.191, -5.813)
C (-2.979, -0.534, -6.769)
C (-4.074, -1.284, -6.648)
C (-4.312, -2.105, -5.440)
O (-5.311, -2.788, -5.330)
H (-3.479, -2.670, -3.498)
H (-1.434, -1.270, -3.722)
H (-2.788, 0.074, -7.645)
H (-4.833, -1.327, -7.419)
C (6.508, 0.183, 3.286)
C (6.954, -0.804, 4.063)
C (6.240, -1.189, 5.300)
O (6.647, -2.086, 6.009)
C (5.011, -0.438, 5.641)
C (4.565, 0.548, 4.864)
C (5.279, 0.933, 3.627)
O (4.872, 1.831, 2.917)
H (7.017, 0.479, 2.378)
H (7.851, -1.363, 3.828)
H (4.502, -0.734, 6.549)
H (3.669, 1.108, 5.099)

As for the frontier orbital gap: 0.2255 Ha. The value obtained for the total energy is -42610.7423 eV. As for the net charge: 0. As for the LUMO energy: -1.81 eV.

=====

ORCA calculation (the ωB97M-V functional and the def2-TZVPD basis) on the ion C2H3Cl2N4 with charge +1.

CARTESIAN COORDINATES (ANGSTROEM)
C (-0.182, -0.406, -0.878)
C (0.439, 1.292, 2.072)
N (-0.047, -0.613, 0.611)
N (0.195, 0.269, 1.368)
N (-0.214, 0.761, -1.352)
N (-0.470, -1.644, -1.351)
Cl (2.078, 1.750, 2.229)
Cl (-0.793, 2.146, 2.846)
H (-0.345, 0.927, -2.299)
H (-0.341, -2.445, -0.850)
H (-0.318, -2.037, -2.395)

As for the frontier orbital gap: 0.2916 Ha. The value obtained for the total energy is -33117.0545 eV. As for the net charge: +1. The value obtained for the relative energy (zero: lowest compared OMol25 entry of this formula, charge and spin) is 1.631 eV. As for the LUMO energy: -6.52 eV.

=====

ORCA calculation (the ωB97M-V functional and the def2-TZVPD basis) on a cluster of 5 separate species, C18H38N3O13 in total.

CARTESIAN COORDINATES (ANGSTROEM)
N (1.158, -0.425, -0.106)
O (2.302, -0.699, -0.295)
O (0.927, 0.186, 0.835)
O (0.371, -0.912, -0.955)
C (5.483, 1.449, -1.157)
O (5.882, 1.472, 0.235)
C (5.147, 2.439, 1.020)
C (5.422, 2.297, 2.542)
N (4.752, 0.995, 2.881)
C (4.526, 0.769, 4.371)
C (5.859, 0.662, 5.157)
O (6.525, -0.502, 4.652)
C (7.657, -1.039, 5.466)
H (6.223, 1.922, -1.803)
H (4.521, 1.887, -1.425)
H (5.392, 0.387, -1.381)
H (4.069, 2.454, 0.856)
H (5.460, 3.455, 0.779)
H (4.950, 3.155, 3.021)
H (6.437, 2.420, 2.919)
H (3.814, 0.909, 2.517)
H (3.932, -0.145, 4.346)
H (3.794, 1.517, 4.676)
H (5.663, 0.489, 6.215)
H (6.496, 1.526, 4.968)
H (8.082, -1.823, 4.839)
H (7.279, -1.402, 6.422)
H (8.461, -0.310, 5.573)
C (-4.729, -6.577, -2.468)
O (-4.340, -5.245, -1.992)
C (-5.395, -4.530, -1.436)
C (-5.049, -2.988, -1.094)
N (-3.865, -2.712, -0.228)
C (-4.051, -3.302, 1.101)
C (-3.322, -2.388, 2.132)
O (-3.664, -0.989, 1.882)
C (-3.195, -0.114, 2.961)
H (-3.915, -7.182, -2.867)
H (-5.529, -6.551, -3.209)
H (-5.259, -7.186, -1.734)
H (-5.555, -5.071, -0.504)
H (-6.287, -4.646, -2.052)
H (-5.995, -2.645, -0.676)
H (-5.053, -2.476, -2.056)
H (-3.770, -1.712, -0.125)
H (-3.686, -4.317, 1.260)
H (-5.113, -3.232, 1.337)
H (-2.241, -2.520, 2.178)
H (-3.669, -2.801, 3.080)
H (-3.786, -0.401, 3.831)
H (-3.394, 0.922, 2.684)
H (-2.181, -0.274, 3.328)
C (0.665, 1.791, -5.916)
C (-0.326, 2.302, -6.968)
O (-0.957, 3.434, -6.522)
C (-0.103, 3.945, -5.614)
O (-0.200, 5.084, -5.299)
O (0.771, 2.946, -5.141)
H (1.574, 1.480, -6.431)
H (0.242, 0.966, -5.342)
H (-1.162, 1.610, -7.064)
H (0.161, 2.535, -7.915)
C (-3.153, 2.326, -1.346)
C (-3.192, 3.760, -0.764)
O (-4.542, 3.892, -0.403)
C (-5.304, 2.941, -0.924)
O (-6.544, 2.807, -0.859)
O (-4.531, 2.088, -1.627)
H (-2.857, 1.502, -0.697)
H (-2.663, 2.260, -2.318)
H (-2.878, 4.554, -1.442)
H (-2.544, 3.579, 0.094)

As for the frontier orbital gap: 0.2314 Ha. The value obtained for the total energy is -50361.7114 eV. As for the net charge: -1. The value obtained for the relative energy (zero: lowest compared OMol25 entry of this formula, charge and spin) is 0.000 eV. As for the LUMO energy: 2.28 eV.

=====

ORCA calculation (the ωB97M-V functional and the def2-TZVPD basis) on a structure of composition C7H18B3O7PSr.

CARTESIAN COORDINATES (ANGSTROEM)
C (-1.725, 0.495, -3.143)
C (-0.184, -0.088, -2.940)
C (0.632, 0.877, -1.896)
C (-0.107, -1.691, -2.624)
C (-0.243, -2.114, -1.050)
C (1.196, -2.009, -0.202)
C (-1.481, -1.396, -0.239)
O (-1.423, -1.806, 1.175)
B (-1.296, -0.605, 2.073)
O (-2.219, -0.378, 3.238)
B (-1.478, 0.340, 4.318)
O (-0.855, 1.641, 3.924)
B (0.119, 1.242, 2.852)
P (1.936, 1.959, 2.835)
O (2.323, 2.223, 4.344)
O (2.960, 0.656, 2.208)
O (2.072, 3.400, 1.856)
O (-0.211, 0.337, 1.734)
H (-2.503, 0.052, -2.389)
H (-2.104, 0.194, -4.226)
H (-1.653, 1.671, -3.133)
H (0.338, 0.065, -4.003)
H (1.784, 0.582, -1.994)
H (0.541, 2.008, -2.225)
H (0.278, 0.823, -0.783)
H (0.897, -2.106, -3.098)
H (-0.985, -2.201, -3.242)
H (-0.493, -3.282, -1.044)
H (1.045, -2.664, 0.759)
H (2.099, -2.497, -0.804)
H (1.440, -0.907, 0.129)
H (-2.480, -1.883, -0.677)
H (-1.586, -0.245, -0.417)
H (-1.318, -0.067, 5.413)
H (2.788, 0.523, 1.224)
H (1.991, 3.188, 0.876)
Sr (-0.096, 3.664, 1.169)

As for the frontier orbital gap: 0.2280 Ha. The value obtained for the total energy is -34023.0680 eV. As for the net charge: +2. As for the LUMO energy: -9.76 eV.

=====

ORCA calculation (the ωB97M-V functional and the def2-TZVPD basis) on a cluster of 4 separate species, C4H15NO2S in total.

CARTESIAN COORDINATES (ANGSTROEM)
C (-0.447, 0.671, -2.423)
C (0.041, 0.071, -1.102)
C (1.276, -0.731, -1.151)
C (1.853, -1.215, 0.190)
S (2.274, 0.335, 1.060)
N (-1.069, -0.443, -0.241)
H (0.175, 1.375, -3.022)
H (-1.299, 1.310, -2.141)
H (-0.596, -0.116, -3.205)
H (0.453, 0.950, -0.482)
H (1.161, -1.519, -1.904)
H (2.106, -0.110, -1.546)
H (1.123, -1.867, 0.673)
H (2.748, -1.778, -0.027)
H (0.882, 1.741, -0.219)
H (-1.766, -0.832, -0.881)
H (-1.512, 0.361, 0.211)
H (-0.034, -0.717, 3.776)
H (0.500, 0.027, 2.540)
O (-0.331, -0.253, 2.984)
H (-1.790, 0.622, 2.165)
H (-3.076, 1.125, 2.803)
O (-2.672, 0.994, 1.941)

As for the frontier orbital gap: 0.2546 Ha. The value obtained for the total energy is -20807.4937 eV. As for the net charge: 0. The value obtained for the relative energy (zero: lowest compared OMol25 entry of this formula, charge and spin) is 4.381 eV. As for the LUMO energy: -1.55 eV.

=====

ORCA calculation (the ωB97M-V functional and the def2-TZVPD basis) on a structure of composition C2H3Br2O3S.

CARTESIAN COORDINATES (ANGSTROEM)
C (1.217, -0.048, 0.664)
C (-0.344, -0.027, 0.468)
O (-2.232, -0.105, -1.177)
O (-0.371, 1.271, -1.795)
O (-0.092, -1.137, -1.717)
S (-0.823, 0.004, -1.302)
Br (-1.063, -1.583, 1.224)
Br (-0.996, 1.551, 1.209)
H (1.364, 0.200, 1.799)
H (1.707, 0.897, 0.234)
H (1.633, -1.023, 0.393)

As for the frontier orbital gap: 0.3183 Ha. The value obtained for the total energy is -159186.9643 eV. As for the net charge: -1. The value obtained for the relative energy (zero: lowest compared OMol25 entry of this formula, charge and spin) is 0.000 eV. As for the LUMO energy: 3.18 eV.